No. 1
Below is a 6-piece molecular cluster, C20H48Cl4O8 overall at a distorted geometry, with properties calculated with ωB97M-V with the def2-TZVPD basis set.

The geometry in XYZ format:
```
80
Properties=species:S:1:pos:R:3:lowdin_charge:R:1
C 12.92451 31.64664 -0.28208 -0.119
O 11.80415 32.47736 -0.54773 -0.186
C 11.62976 32.70096 -1.94702 -0.191
C 12.54262 33.84314 -2.45282 -0.186
O 12.50833 33.86382 -3.88505 -0.184
C 12.80911 35.10339 -4.43428 -0.125
H 13.13669 30.85718 -1.00306 0.084
H 12.90490 31.06102 0.63702 0.083
H 13.79003 32.30909 -0.26991 0.079
H 10.58062 32.96473 -2.08053 0.123
H 11.65989 31.71974 -2.42076 0.119
H 13.54144 33.80687 -2.01791 0.117
H 12.12889 34.72490 -1.96351 0.123
H 13.18580 35.04252 -5.45531 0.091
H 13.61107 35.50174 -3.81277 0.081
H 11.93370 35.73812 -4.29685 0.090
C 21.35504 36.39514 6.35022 -0.088
O 21.13981 35.06495 5.76651 -0.198
C 21.32118 35.05067 4.33282 -0.172
C 20.99990 33.60968 3.94733 -0.249
O 19.68344 33.31244 3.73635 -0.195
C 19.31552 31.96823 3.47166 -0.084
H 22.41196 36.63220 6.22841 0.080
H 21.13827 36.40807 7.41836 0.077
H 20.69469 37.19993 6.02717 0.080
H 22.35421 35.35294 4.16085 0.119
H 20.68070 35.73486 3.77625 0.125
H 21.40124 32.86438 4.63403 0.126
H 21.43140 33.43050 2.96254 0.121
H 19.69907 31.45347 4.35257 0.086
H 19.82741 31.58702 2.58806 0.082
H 18.25254 31.77578 3.32626 0.089
C 15.00346 19.74721 -0.83438 -0.109
O 15.02617 18.85681 0.26469 -0.186
C 16.20350 18.10582 0.35352 -0.225
C 16.15517 16.84321 -0.50299 -0.201
O 17.45117 16.60531 -0.97231 -0.197
C 18.44728 16.23533 -0.02688 -0.088
H 15.46691 19.38759 -1.75307 0.088
H 15.77335 20.50881 -0.71052 0.076
H 14.01024 20.19612 -0.82551 0.097
H 16.41892 17.94109 1.40924 0.123
H 17.02343 18.72850 -0.00437 0.124
H 15.45214 16.98513 -1.32379 0.125
H 15.74853 15.95831 -0.01340 0.124
H 18.48976 15.15839 0.13586 0.084
H 18.23586 16.77316 0.89732 0.077
H 19.45420 16.48720 -0.35972 0.089
C 22.00098 23.04079 2.61049 -0.070
O 22.25687 21.83811 3.39961 -0.205
C 21.49170 20.67756 3.09163 -0.202
C 21.80872 19.52260 4.10291 -0.157
O 21.25738 18.22873 3.68660 -0.214
C 21.36668 17.17834 4.63413 -0.115
H 22.40818 23.91712 3.11481 0.083
H 20.93529 23.14503 2.40667 0.080
H 22.51956 22.96771 1.65455 0.079
H 21.82367 20.34689 2.10748 0.117
H 20.42718 20.84719 2.92999 0.116
H 21.62821 19.77267 5.14837 0.119
H 22.89263 19.41532 4.06124 0.114
H 21.12996 16.35418 3.96121 0.086
H 20.65606 17.26137 5.45645 0.086
H 22.40841 17.04530 4.92602 0.084
Cl 17.20498 23.70819 7.03751 0.467
C 16.87429 22.87449 8.65155 -0.583
C 15.41456 22.51916 8.64222 -0.697
Cl 14.90996 21.44732 7.31271 0.530
H 17.14929 23.58289 9.43299 0.074
H 17.48882 21.97627 8.71202 0.072
H 14.74710 23.37702 8.72387 0.075
H 15.24714 21.87121 9.50258 0.062
Cl 15.28108 25.69398 -0.76633 0.549
C 14.69932 25.45871 0.87655 -0.665
C 15.93374 25.10932 1.73535 -0.626
Cl 17.27549 26.34828 1.61018 0.476
H 13.95148 24.67691 1.00927 0.078
H 14.22829 26.38923 1.19335 0.064
H 16.17356 24.07903 1.47252 0.070
H 15.84044 25.10709 2.82135 0.053
```

Results
Strongest force on any atom ... 3.90 eV/A
Orbital gap ... 0.3532 hartree
Structure (SMILES) ... COCCOC.COCCOC.COCCOC.COCCOC.ClCCCl.ClCCCl
Molecular weight ... 558.4 g/mol
Energy relative to the best compared isomer or geometry (same formula, charge and spin) ... 2.907 eV
Charge ... 0

No. 2
Below is C17H39NO7PS as an isolated structure at a distorted geometry, with properties calculated with ωB97M-V with the def2-TZVPD basis set.

The geometry in XYZ format:
```
66
Properties=species:S:1:pos:R:3:nbo_charge:R:1
C -2.37906 1.49676 -2.78639 -0.262
O -1.00149 1.60034 -3.09012 -0.523
C -0.09989 1.17267 -2.09087 -0.060
C -0.65699 1.01140 -0.67876 -0.421
C 0.51660 0.63769 0.27623 -0.753
P 1.47917 2.06792 0.84750 1.265
N 1.66067 3.30615 -0.28944 -0.764
C 0.79426 4.15634 -0.13953 0.143
S -0.17834 5.32029 -0.12026 0.347
H -2.90842 1.71441 -3.70932 0.212
H -2.72129 2.23843 -2.06418 0.166
H -2.68536 0.48950 -2.50657 0.173
H 0.68990 1.92118 -2.05620 0.172
H 0.37689 0.21920 -2.35053 0.178
H -1.10863 1.94561 -0.34708 0.208
H -1.36034 0.19673 -0.57769 0.252
H 0.03178 0.21000 1.15679 0.288
H 1.11881 -0.15824 -0.16212 0.294
H 2.76944 1.62252 1.16440 0.046
H 0.98264 2.61295 2.04262 0.030
C 3.52273 0.69076 -2.64172 -0.251
O 3.23978 -0.68968 -2.62056 -0.559
C 3.00090 -1.28767 -3.88837 -0.091
C 3.91198 -2.46542 -4.18620 -0.082
O 5.29969 -2.20647 -4.27042 -0.532
C 6.00769 -1.76857 -3.12337 -0.078
C 6.07365 -2.71842 -1.93956 -0.092
O 4.80781 -2.98441 -1.35543 -0.557
C 4.46977 -4.35536 -1.24816 -0.253
H 2.61128 1.25809 -2.43137 0.149
H 4.24654 0.90687 -1.85069 0.179
H 3.95317 1.02407 -3.58812 0.191
H 3.07507 -0.54934 -4.69262 0.178
H 1.97049 -1.66223 -3.88354 0.179
H 3.63002 -2.83067 -5.17716 0.196
H 3.71523 -3.29509 -3.50503 0.175
H 5.66181 -0.78039 -2.81384 0.163
H 7.03639 -1.62663 -3.46359 0.196
H 6.68640 -2.23482 -1.16926 0.180
H 6.57978 -3.64212 -2.23367 0.179
H 4.97977 -4.96883 -1.99406 0.177
H 3.39313 -4.45439 -1.39715 0.182
H 4.71447 -4.72437 -0.24771 0.177
C -5.24099 3.13431 3.65168 -0.251
O -5.49415 1.74416 3.66019 -0.544
C -5.70410 1.15323 2.39302 -0.090
C -4.76646 -0.00431 2.09664 -0.082
O -3.37335 0.28425 2.03287 -0.557
C -2.70355 0.73426 3.19778 -0.066
C -2.64870 -0.20689 4.39221 -0.089
O -3.91625 -0.48445 4.94041 -0.541
C -4.24429 -1.85855 5.05710 -0.254
H -6.16356 3.68821 3.84475 0.186
H -4.53535 3.35775 4.45442 0.185
H -4.80149 3.46980 2.70737 0.160
H -5.63590 1.89864 1.59314 0.167
H -6.72562 0.75629 2.38184 0.191
H -5.02648 -0.37010 1.09980 0.189
H -4.95126 -0.84292 2.76738 0.182
H -3.07520 1.71823 3.48890 0.182
H -1.67227 0.89679 2.86754 0.144
H -2.06421 0.29573 5.17419 0.181
H -2.11832 -1.12548 4.11896 0.169
H -3.70802 -2.47726 4.33298 0.167
H -5.31477 -1.96843 4.88152 0.193
H -4.02362 -2.21000 6.06842 0.184
```

Results
Strongest force on any atom ... 2.56 eV/A
Orbital gap ... 0.2595 hartree
Molecular weight ... 432.5 g/mol
Charge ... +1

No. 3
Below is an isolated ion of composition C5H6NO and charge +1 at a distorted geometry, with properties calculated with ωB97M-V with the def2-TZVPD basis set.

The geometry in XYZ format:
```
13
Properties=species:S:1:pos:R:3:lowdin_spin:R:1
C 2.45555 -0.75165 1.05581 0.123
C 1.30222 -1.48471 1.20964 0.100
C 1.27867 -0.33491 0.37419 0.244
C 0.39932 0.54501 -0.20411 0.389
C -1.86386 0.92336 -1.03377 0.022
N -0.86303 0.19816 -0.35788 0.362
O -1.38776 -0.83800 0.23586 0.715
H 3.59089 -0.76018 1.08319 0.002
H 0.70318 -2.25259 1.52360 0.003
H 0.90528 1.34894 -0.64140 0.016
H -1.50165 2.01409 -1.33808 0.000
H -2.63973 1.00401 -0.16200 0.014
H -2.37909 0.38845 -1.74504 0.009
```

Results
2S+1 ... 3
Strongest force on any atom ... 5.92 eV/A
Orbital gap (spin up / spin down) ... 0.3009 / 0.2916 hartree
Molecular weight ... 96.1 g/mol
Energy relative to the best compared isomer or geometry (same formula, charge and spin) ... 2.845 eV
Charge ... +1
⟨S²⟩ ... 2.01

No. 4
Below is one molecule with the formula CH3NOS at a distorted geometry, with properties calculated with ωB97M-V with the def2-TZVPD basis set.

The geometry in XYZ format:
```
7
Properties=species:S:1:pos:R:3:nbo_charge:R:1
C -0.56359 -0.37806 -0.25231 -0.414
N -0.12712 0.84584 0.41945 -0.848
O 2.09625 -0.63056 0.41325 -0.910
S 1.26299 0.14261 -0.44019 1.340
H -0.68601 -1.38928 0.60974 0.215
H -1.33943 -0.33389 -1.07460 0.212
H -0.64309 1.74334 0.32466 0.404
```

Results
Strongest force on any atom ... 4.34 eV/A
Orbital gap ... 0.3792 hartree
Molecular weight ... 77.1 g/mol
Energy relative to the best compared isomer or geometry (same formula, charge and spin) ... 3.357 eV
Charge ... 0

No. 5
Below is a 2-piece molecular cluster, C2H5NO2S overall at a distorted geometry, with properties calculated with ωB97M-V with the def2-TZVPD basis set.

The geometry in XYZ format:
```
11
Properties=species:S:1:pos:R:3:nbo_charge:R:1
C -0.74170 -0.13872 -1.56681 -0.720
C 0.03708 0.93753 -1.03020 0.250
N 0.50166 2.01710 -1.03653 0.142
O 1.24943 2.86786 -0.61933 -0.470
O 0.97267 -0.04070 0.87188 -0.862
S 1.24740 -0.50416 2.43230 0.289
H -0.14029 -0.38516 -2.44547 0.261
H -0.81300 -0.86409 -0.67960 0.269
H -1.81326 0.18514 -1.57719 0.256
H 1.67597 0.45434 0.56165 0.485
H 0.40708 0.50432 2.84551 0.099
```

Results
Strongest force on any atom ... 3.09 eV/A
Orbital gap (spin up / spin down) ... 0.3446 / 0.3446 hartree
Structure (SMILES) ... CC#[N+][O-].OS
Molecular weight ... 107.1 g/mol
Energy relative to the best compared isomer or geometry (same formula, charge and spin) ... 4.987 eV
Charge ... 0

No. 6
Below is a 2-piece molecular cluster, C5H12FN2 overall at a distorted geometry, with properties calculated with ωB97M-V with the def2-TZVPD basis set.

The geometry in XYZ format:
```
20
Properties=species:S:1:pos:R:3:nbo_charge:R:1
C -1.18095 0.55756 -0.39233 0.637
C -0.98035 -2.00120 -0.63692 -0.637
C 1.73620 0.31058 -0.76949 -0.700
C -0.96461 -0.71180 0.07928 -0.361
C 1.26816 -0.02201 0.59260 0.265
N -1.49141 1.67948 0.36082 -0.830
N 1.20254 0.86623 1.55344 -0.675
F -0.96833 0.81795 -1.64908 -0.295
H -1.95477 -2.63227 -0.64536 0.256
H -0.68220 -1.96417 -1.61808 0.225
H -0.18276 -2.54350 -0.14444 0.213
H 2.79075 0.18665 -0.62165 0.269
H 1.38554 -0.38100 -1.63684 0.275
H 1.39530 1.25640 -1.06073 0.234
H -1.24414 -0.79707 1.03917 0.207
H 1.25232 -1.09626 0.93744 0.238
H -1.53250 2.46491 -0.21713 0.410
H 1.02286 0.63169 2.46228 0.423
H -2.15870 1.58336 1.14642 0.431
H 1.28705 1.79448 1.22060 0.413
```

Results
Strongest force on any atom ... 3.85 eV/A
Orbital gap ... 0.3375 hartree
Molecular weight ... 119.2 g/mol
Energy relative to the best compared isomer or geometry (same formula, charge and spin) ... 0.863 eV
Charge ... +1

No. 7
Below is one molecule with the formula C2H3NO2 at a distorted geometry, with properties calculated with ωB97M-V with the def2-TZVPD basis set.

The geometry in XYZ format:
```
8
Properties=species:S:1:pos:R:3:lowdin_spin:R:1
C -0.97394 0.61931 -0.26093 0.678
C 0.98086 -0.40289 0.58284 0.090
N -0.04374 -0.32804 -0.36608 0.314
O 1.09204 0.49389 1.48141 0.192
O 0.07461 -1.14811 -1.34698 0.664
H -1.75477 0.91099 -1.03747 0.033
H -1.05469 1.12627 0.76142 0.031
H 1.67964 -1.27143 0.18580 -0.002
```

Results
2S+1 ... 3
Strongest force on any atom ... 6.07 eV/A
Orbital gap (spin up / spin down) ... 0.3251 / 0.3039 hartree
Molecular weight ... 73.1 g/mol
Energy relative to the best compared isomer or geometry (same formula, charge and spin) ... 2.514 eV
Charge ... 0
⟨S²⟩ ... 2.02

No. 8
Below is a 11-piece molecular cluster, C7H36O11 overall at a distorted geometry, with properties calculated with ωB97M-V with the def2-TZVPD basis set.

The geometry in XYZ format:
```
54
Properties=species:S:1:pos:R:3:nbo_charge:R:1
O -0.22554 -0.98492 -4.12876 -0.963
H 0.12260 -1.87221 -3.87650 0.501
H -1.13067 -1.18473 -4.43681 0.482
O -2.97734 -0.93174 -0.81695 -0.955
H -2.09079 -1.23652 -1.04428 0.470
H -2.70552 -0.25649 -0.19378 0.472
O -1.19217 2.24641 3.56476 -1.004
H -0.24613 2.26621 3.23377 0.507
H -1.24009 2.89536 4.22777 0.473
O -0.18825 -0.67979 0.58068 -1.043
H -0.34800 -0.33864 -0.32173 0.499
H -0.89169 -0.30883 1.16830 0.511
C 2.51482 -2.43026 -3.03715 -0.273
O 1.97580 -3.28323 -4.16046 -0.757
H 2.79267 -1.46825 -3.41036 0.196
H 1.81616 -2.40460 -2.19187 0.188
H 3.47177 -2.90242 -2.78302 0.178
H 1.96896 -4.21536 -3.89279 0.470
C 2.40175 3.05579 3.04183 -0.248
O 1.27368 2.35892 2.65535 -0.753
H 3.30819 2.74828 2.58957 0.177
H 2.32382 4.11595 2.78323 0.175
H 2.56316 3.10154 4.14184 0.156
H 1.65959 1.43982 2.50621 0.519
C -1.24808 4.39929 -1.31035 -0.244
O -0.17857 3.56019 -1.66156 -0.740
H -1.71310 4.35563 -0.29479 0.159
H -0.84789 5.41708 -1.38739 0.172
H -2.05396 4.28893 -2.01540 0.160
H -0.49414 2.66798 -1.88612 0.486
C 1.33093 1.02295 -1.78394 -0.256
O -0.07390 0.57652 -1.77333 -0.802
H 1.57653 1.60614 -2.69162 0.190
H 1.55158 1.59654 -0.94150 0.203
H 1.87418 0.07661 -1.78832 0.165
H -0.27774 0.08063 -2.58044 0.519
C -3.68025 -0.14516 2.72863 -0.233
O -2.51434 0.33129 2.06872 -0.792
H -4.13193 0.63953 3.18008 0.166
H -4.35701 -0.53546 1.96513 0.187
H -3.47832 -0.86919 3.50263 0.161
H -2.07019 1.00327 2.56403 0.511
C 2.22658 -1.57869 2.94474 -0.255
O 2.25177 -0.42249 2.11102 -0.771
H 2.30871 -2.55175 2.43513 0.171
H 3.15582 -1.56331 3.58529 0.181
H 1.29439 -1.61460 3.57343 0.172
H 1.72119 -0.58280 1.32287 0.509
C -1.41337 -3.89771 -1.47576 -0.242
O -0.71020 -2.68199 -1.48848 -0.785
H -0.68332 -4.55179 -1.04471 0.167
H -2.31984 -3.77812 -0.93096 0.185
H -1.62302 -4.17772 -2.51873 0.177
H -0.37934 -2.40208 -0.60718 0.501
```

Results
Strongest force on any atom ... 3.40 eV/A
Orbital gap ... 0.3812 hartree
Structure (SMILES) ... CO.CO.CO.CO.CO.CO.CO.O.O.O.O
Molecular weight ... 296.4 g/mol
Energy relative to the best compared isomer or geometry (same formula, charge and spin) ... 3.999 eV
Charge ... 0

- Look up the strongest force on any atom of the fifth one.
  3.09 eV/A

- The highest strongest force on any atom belongs to which entry?
  C2H3NO2